C18H36F6Li3N3O30S6 | the ωB97M-V functional and the def2-TZVPD basis

Atoms and positions in Å:
Li  -0.09448  2.21294  1.26762
Li  3.46005  3.16706  -1.51090
Li  -0.73791  -0.09608  1.60886
N  -0.32709  1.29770  2.97693
S  -1.42979  1.47386  4.29244
O  -1.48027  2.79065  4.98238
O  -1.72627  0.29162  5.11156
F  -2.72539  1.57480  3.46040
S  0.93979  0.99368  3.80819
O  1.25773  -0.43606  3.84871
O  1.21919  1.79101  4.97755
F  2.00360  1.56004  2.76901
N  -0.07133  0.72475  -0.00756
S  1.53018  0.31651  -0.47487
O  2.33173  1.56581  -0.56850
O  1.84271  -0.71532  -1.43371
F  2.03751  -0.46479  0.87590
S  -0.62604  0.41193  -1.44288
O  -0.61158  -0.99150  -1.80418
O  -0.38433  1.30140  -2.55589
F  -2.14928  0.77685  -1.05988
N  3.56212  4.78961  -0.47400
S  2.88786  4.44774  1.09842
O  1.58779  3.85999  1.13475
O  3.33774  5.25643  2.23792
F  3.81970  3.12702  1.36870
S  2.49438  5.85921  -0.69667
O  2.60952  7.05545  0.17198
O  1.16411  5.39992  -1.06693
F  3.22801  6.40162  -2.02172
C  0.93143  -4.20043  -0.05862
O  1.17669  -3.94276  1.33941
C  0.35080  -3.03348  1.99256
O  -0.06070  -1.97247  1.53391
O  0.33309  -3.35509  3.32663
C  -0.63607  -2.62588  4.15997
H  1.83921  -4.65495  -0.45541
H  0.59430  -3.37452  -0.68497
H  0.25366  -5.03346  -0.24508
H  -0.93023  -1.60069  3.93514
H  -0.25892  -2.74144  5.17610
H  -1.56502  -3.18946  4.24678
C  -4.10301  7.19933  -6.51013
O  -3.54358  6.37093  -5.48715
C  -3.35829  5.09809  -5.72125
O  -3.77934  4.33968  -6.66082
O  -2.60372  4.68432  -4.65434
C  -2.27133  3.30581  -4.58074
H  -3.50652  6.89171  -7.36900
H  -4.12065  8.24958  -6.21899
H  -5.10444  6.88124  -6.80007
H  -1.47940  3.04441  -5.28261
H  -3.08679  2.58265  -4.59254
H  -1.72145  3.23515  -3.64226
C  -2.57841  -6.94867  1.60190
O  -2.47150  -5.73606  0.95345
C  -2.57278  -5.78758  -0.40945
O  -2.81918  -6.73579  -1.14589
O  -2.75411  -4.47656  -0.89717
C  -2.54057  -3.32368  -0.00349
H  -1.73562  -7.63991  1.60016
H  -3.55007  -7.34909  1.31272
H  -2.73601  -6.50802  2.58633
H  -1.46127  -3.17480  0.02878
H  -2.80749  -3.45715  1.04486
H  -3.04253  -2.43875  -0.39468
C  8.54574  -4.60137  3.07937
O  7.36805  -3.87533  3.36738
C  6.25594  -4.09755  2.79861
O  6.06289  -4.95725  1.93253
O  5.24107  -3.21923  3.21951
C  4.02358  -3.16278  2.62318
H  8.67618  -5.36043  3.85068
H  9.40856  -3.94067  3.16373
H  8.57891  -5.26420  2.21470
H  4.11857  -3.16281  1.53733
H  3.57879  -2.17700  2.75923
H  3.26125  -3.86071  2.96936
C  2.66342  1.15116  -4.70836
O  1.89846  2.33395  -5.01345
C  1.75318  3.38507  -4.15838
O  2.32592  3.46172  -3.05762
O  0.80798  4.20566  -4.67551
C  0.40959  5.35957  -3.87451
H  3.58615  1.25874  -5.27854
H  2.23991  0.29972  -5.24107
H  2.90997  0.80287  -3.70536
H  1.21578  6.03748  -3.59417
H  -0.15776  5.12624  -2.97352
H  -0.16930  6.04063  -4.49833
C  -4.83458  -3.12658  3.06570
O  -3.65969  -2.24017  2.90903
C  -3.64159  -1.13456  2.03953
O  -2.69162  -0.56352  1.59288
O  -4.89515  -0.72348  1.87319
C  -5.15542  0.29234  0.79840
H  -5.65964  -3.12215  2.35341
H  -5.33702  -3.00406  4.02520
H  -4.57714  -4.17099  3.24185
H  -4.33676  1.01172  0.77871
H  -6.04800  0.91747  0.82318
H  -4.99643  -0.24594  -0.13599

Properties
Calculated total energy   -6139.80716 Ha
2S+1   1
HOMO level   -10.498 eV
Orbital gap   9.73 eV
Relative energy (zero: lowest compared OMol25 entry of this formula, charge and spin)   0.0 kcal per mole
Net charge   0
Max |F|   8.531 eV Å⁻¹